(1)
ORCA calculation (ωB97M-V with the def2-TZVPD basis set) on a structure of composition C10H5N2O2RhS2 in a non-equilibrium geometry.

The calculation puts the HOMO-LUMO gap (spin up / spin down) at 4.32 / 5.71 eV. The energy relative to the best compared isomer or geometry (same formula, charge and spin) is 9.0 kJ/mol. As for the spin multiplicity: 5. As for the charge: -2.

The geometry in XYZ format:
```
22
Properties=species:S:1:pos:R:3:forces:R:3
Rh -0.147314 0.598617 0.188329 -0.220 -0.264 -0.197
S -0.368314 0.272837 2.525819 -0.057 0.135 -0.276
C -0.137975 1.940175 2.957849 -0.009 -0.023 0.023
C 0.194953 2.269756 4.260431 0.003 0.158 -0.047
C 0.384289 3.589131 4.705523 0.026 0.060 0.054
C 0.688070 3.823549 6.064174 -0.054 0.033 -0.289
N 0.936565 4.003275 7.186914 -0.005 -0.020 -0.016
C 0.257916 4.677898 3.708645 0.087 0.101 0.300
C -0.100934 4.334667 2.401917 -0.019 -0.022 0.046
C -0.328955 3.033341 1.986629 -0.104 -0.022 0.008
S -0.953785 2.750518 0.388953 0.048 -0.178 0.070
C 0.468173 6.035355 4.043569 -0.072 -0.299 -0.085
N 0.622744 7.157815 4.303375 0.016 0.023 0.013
H 0.318510 1.466440 4.977077 0.002 -0.013 -0.002
H -0.219220 5.129631 1.674908 -0.004 0.012 0.008
O 3.145887 1.497176 -1.867423 0.004 0.080 0.230
C 3.026460 0.813029 -0.852670 -0.743 -0.251 -0.662
O 1.961323 0.451680 -0.247435 0.369 0.099 0.201
H 3.937360 0.351059 -0.435760 0.324 0.007 0.309
C -1.801441 -0.239607 -0.291984 0.422 0.366 0.343
H -2.549443 0.248074 -0.922179 0.008 0.060 -0.017
H -2.240750 -0.984482 0.376493 -0.022 -0.042 -0.015
```
Positions in Å, forces in eV/Å.

(2)
ORCA calculation (ωB97M-V with the def2-TZVPD basis set) on a structure of composition C27H27Cl2O4PPdSTe.

The calculation puts the HOMO-LUMO gap (spin up / spin down) at 8.82 / 6.06 eV. The energy relative to the best compared isomer or geometry (same formula, charge and spin) is 81.4 kJ/mol. As for the spin multiplicity: 5. As for the charge: +2.

The geometry in XYZ format:
```
64
Properties=species:S:1:pos:R:3:forces:R:3
Pd 0.301833 0.842194 0.511344 -0.102 0.538 0.037
Cl -0.218606 3.247302 2.215342 -0.111 -0.001 0.124
C -1.687317 2.433794 2.761350 0.019 -0.066 -0.016
Cl -1.578528 0.647321 2.550151 0.171 0.225 0.019
H -2.522140 2.773970 2.161947 0.006 0.000 -0.033
H -1.815019 2.621070 3.819946 -0.043 -0.010 0.007
O 0.483454 1.666088 -1.515255 -0.131 0.228 -0.134
S -0.909373 2.222224 -1.657232 0.043 -0.474 0.637
O -1.004532 3.609422 -1.934227 0.036 -0.012 -0.133
O -1.608726 1.745737 -0.408655 0.229 0.200 -0.138
C -1.620331 1.247406 -2.921459 -0.028 -0.148 -0.069
C -1.966890 1.812468 -4.130217 -0.061 -0.133 -0.056
C -2.465731 0.981557 -5.132284 0.008 0.064 -0.004
C -2.590766 -0.378855 -4.916503 -0.001 -0.046 0.023
C -2.230995 -0.941052 -3.692927 -0.028 -0.101 -0.112
C -1.751487 -0.128739 -2.678699 0.016 0.305 0.124
P -1.346001 -0.874754 -1.076517 0.069 -0.156 -0.488
C -0.291805 -2.283096 -1.360224 -0.003 -0.186 -0.040
C -0.756491 -3.600835 -1.270269 0.060 -0.045 0.053
C 0.101189 -4.650193 -1.563815 0.011 0.059 0.009
C 1.414699 -4.394860 -1.937527 -0.014 0.000 0.013
C 1.877095 -3.086863 -2.038515 0.003 -0.030 0.005
C 1.028752 -2.033532 -1.750983 0.041 0.072 -0.089
C -2.793615 -1.324127 -0.192900 -0.102 0.024 0.179
C -4.016406 -0.702213 -0.473327 -0.022 -0.005 0.030
C -5.131381 -1.028367 0.277105 -0.003 0.011 -0.004
C -5.030937 -1.949859 1.313803 0.007 -0.014 0.011
C -3.811204 -2.551061 1.614979 -0.028 0.039 -0.033
C -2.690362 -2.233060 0.873635 -0.015 0.012 0.077
H -1.850944 2.876638 -4.286413 0.007 -0.004 0.028
H -2.751081 1.404729 -6.085882 0.008 0.003 0.007
H -2.971884 -1.016182 -5.702836 0.000 -0.010 0.013
H -2.332583 -2.009468 -3.543086 -0.003 0.011 0.005
H -1.779437 -3.808904 -0.985427 0.017 0.011 -0.055
H -0.258483 -5.668645 -1.508020 -0.006 0.004 0.003
H 2.078968 -5.218848 -2.161679 -0.005 0.004 -0.010
H 2.893889 -2.894804 -2.353730 -0.005 0.006 0.003
H 1.374654 -1.011759 -1.871036 -0.015 0.016 0.029
H -4.094329 0.020170 -1.275688 0.021 -0.007 -0.007
H -6.082953 -0.565432 0.054391 0.001 -0.003 0.000
H -5.908711 -2.200004 1.894958 0.003 0.002 -0.005
H -3.741810 -3.264257 2.424963 0.001 0.005 -0.001
H -1.740307 -2.697725 1.112559 -0.012 0.037 -0.003
Te 1.685234 -0.923854 1.986583 -0.241 -0.717 -0.351
C 2.889178 0.010573 3.324947 0.020 0.127 0.052
C 3.774148 -0.823576 4.019051 0.184 0.158 0.224
C 4.633453 -0.256692 4.946582 -0.073 -0.071 -0.077
C 4.595952 1.112957 5.177056 0.051 0.023 0.051
C 3.704236 1.932962 4.488922 -0.066 0.011 -0.055
C 2.845302 1.388498 3.554104 0.132 0.061 0.140
H 3.798492 -1.892191 3.845376 -0.022 0.005 -0.028
H 5.327089 -0.882956 5.490179 0.004 0.007 0.003
H 5.267188 1.549214 5.904953 -0.004 -0.003 -0.003
H 3.681210 2.996261 4.687058 0.014 -0.009 0.010
H 2.146776 2.016858 3.020366 -0.009 -0.018 -0.008
C 3.468006 3.355258 -1.011748 0.065 0.024 -0.049
C 2.718701 2.981167 0.239527 0.000 -0.051 0.023
O 2.519481 1.525887 0.307939 0.016 0.046 0.076
H 3.631592 4.432961 -1.031717 -0.015 -0.012 0.006
H 2.894371 3.090061 -1.901082 -0.009 0.000 0.002
H 4.446896 2.874190 -1.048995 -0.012 -0.008 0.021
H 1.737789 3.452651 0.263816 -0.024 0.020 -0.038
H 3.273045 3.245008 1.138406 -0.010 -0.014 0.030
H 2.758490 1.180176 -0.562445 -0.038 -0.003 -0.034
```
Positions in Å, forces in eV/Å.

(3)
ORCA calculation (ωB97M-V with the def2-TZVPD basis set) on an isolated molecule of CH4BrN in a non-equilibrium geometry.

The calculation puts the HOMO-LUMO gap at 9.34 eV. The energy relative to the best compared isomer or geometry (same formula, charge and spin) is 87.8 kJ/mol. As for the SMILES: CNBr. As for the charge: 0.

The geometry in XYZ format:
```
7
Properties=species:S:1:pos:R:3:forces:R:3
C 0.236622 -0.241797 -0.160470 -2.579 -1.534 -4.723
N -0.997424 0.584011 -0.533241 0.593 3.564 2.168
Br -2.768441 0.004405 0.042348 1.413 0.154 -0.046
H 0.171456 -1.086222 0.482768 -0.625 -0.419 0.761
H 0.560926 -0.657937 -1.229528 -0.426 0.671 2.328
H 0.937050 0.415666 0.147065 2.368 2.009 1.141
H -0.859307 1.688376 -0.034178 -0.744 -4.446 -1.629
```
Positions in Å, forces in eV/Å.